Record 1
{"formula": "C32H72ClN4", "method": "wB97M-V/def2-TZVPD", "charge": 3, "homo_energy_ha": -0.577, "homo_lumo_gap_ha": 0.3549, "e_above_lowest_kcal_mol": 26.0, "symbols": ["Cl", "C", "C", "C", "N", "C", "C", "C", "C", "C", "H", "H", "H", "H", "H", "H", "H", "H", "H", "H", "H", "H", "H", "H", "H", "H", "H", "H", "C", "C", "C", "N", "C", "C", "C", "C", "C", "H", "H", "H", "H", "H", "H", "H", "H", "H", "H", "H", "H", "H", "H", "H", "H", "H", "H", "C", "C", "C", "N", "C", "C", "C", "C", "C", "H", "H", "H", "H", "H", "H", "H", "H", "H", "H", "H", "H", "H", "H", "H", "H", "H", "H", "C", "C", "C", "N", "C", "C", "C", "C", "C", "H", "H", "H", "H", "H", "H", "H", "H", "H", "H", "H", "H", "H", "H", "H", "H", "H", "H"], "coordinates": [[0.172751, 0.259631, -1.036567], [-3.751572, 7.203403, 0.757532], [-3.093081, 5.861556, 1.018476], [-3.359278, 4.882091, -0.101376], [-2.671836, 3.556323, 0.027368], [-1.176176, 3.699366, -0.124185], [-2.966446, 2.834047, 1.289478], [-2.858775, 1.349346, 0.957249], [-3.208374, 1.211961, -0.526540], [-3.167645, 2.651195, -1.086595], [-4.764617, 7.108059, 0.345868], [-3.212600, 7.892022, 0.114607], [-3.988904, 7.675511, 1.712626], [-3.436893, 5.504067, 1.990825], [-2.011788, 5.998377, 1.114372], [-3.088939, 5.305193, -1.071070], [-4.420807, 4.642782, -0.192780], [-1.065981, 4.297326, -1.025264], [-0.706874, 2.715672, -0.158334], [-0.878408, 4.298501, 0.732667], [-2.304454, 3.089085, 2.112213], [-3.996666, 3.071447, 1.557956], [-1.865260, 0.902250, 1.071333], [-3.504172, 0.786312, 1.632463], [-2.578714, 0.546146, -1.109651], [-4.242909, 0.873695, -0.611409], [-2.535610, 2.837011, -1.947923], [-4.205734, 2.890149, -1.297652], [1.982975, -2.982046, 2.397045], [0.804669, -2.221272, 2.975939], [0.701707, -0.764495, 2.503303], [1.017958, 0.329600, 3.474935], [0.306384, 0.057459, 4.760794], [0.586622, 1.658687, 2.922804], [1.835866, 2.360643, 2.434147], [2.858350, 1.950051, 3.487812], [2.542440, 0.487559, 3.770259], [1.799654, -4.051511, 2.530919], [2.947740, -2.719788, 2.823028], [2.004947, -2.912201, 1.303820], [0.823314, -2.317083, 4.061517], [-0.124820, -2.715087, 2.688967], [-0.294684, -0.569192, 2.110900], [1.350715, -0.601122, 1.637421], [0.201014, 0.975442, 5.333046], [0.877133, -0.655418, 5.342192], [-0.680274, -0.344069, 4.543140], [0.164528, 2.228726, 3.753423], [-0.219686, 1.506428, 2.211973], [1.744964, 3.443867, 2.448315], [2.110444, 1.976729, 1.453538], [2.869753, 2.522890, 4.413010], [3.880953, 2.005483, 3.107091], [2.636637, 0.229378, 4.817252], [3.063092, -0.232523, 3.144647], [-2.805006, -6.914956, -3.028622], [-3.256244, -5.489424, -2.793378], [-2.344247, -4.733414, -1.854273], [-2.915349, -3.387624, -1.408915], [-3.091424, -2.459620, -2.548414], [-4.218388, -3.551712, -0.630812], [-4.207473, -2.437255, 0.401370], [-2.747557, -2.435831, 0.830790], [-1.943900, -2.734872, -0.420164], [-2.417267, -7.407361, -2.134639], [-2.008849, -7.036596, -3.765399], [-3.647442, -7.498788, -3.396736], [-4.238860, -5.501368, -2.311451], [-3.374282, -4.902383, -3.703980], [-1.426338, -4.408743, -2.354753], [-2.067541, -5.254986, -0.940261], [-3.927409, -2.763661, -3.175494], [-2.187032, -2.500834, -3.152447], [-3.282010, -1.460312, -2.174548], [-5.028262, -3.624154, -1.345805], [-4.066930, -4.490004, -0.094660], [-4.557371, -1.494027, -0.018720], [-4.872449, -2.740992, 1.208049], [-2.430581, -1.521033, 1.334358], [-2.593876, -3.194452, 1.606389], [-1.572860, -1.815148, -0.876339], [-1.075933, -3.378041, -0.304000], [5.034526, -0.340591, -4.821030], [4.064323, -0.956226, -3.800082], [3.578962, 0.053912, -2.753548], [4.192630, -0.128834, -1.397560], [3.695477, -1.417331, -0.862227], [3.853125, 1.003198, -0.461402], [4.937866, 2.050545, -0.603111], [6.066694, 1.377922, -1.464452], [5.700936, -0.079512, -1.427291], [6.032428, -0.228147, -4.378434], [4.683526, 0.598876, -5.237663], [5.286098, -1.047492, -5.614810], [4.616452, -1.777932, -3.337098], [3.223746, -1.405083, -4.325647], [2.509091, -0.098896, -2.607570], [3.685795, 1.056121, -3.168696], [3.512761, -1.401704, 0.204066], [4.290760, -2.250646, -1.227767], [2.728051, -1.630303, -1.323707], [3.941807, 0.531485, 0.525516], [2.788818, 1.243722, -0.488491], [5.337632, 2.357600, 0.358932], [4.584106, 2.951813, -1.103543], [6.964149, 1.631294, -0.913259], [6.036084, 1.769972, -2.474975], [6.061369, -0.632179, -0.559013], [5.995036, -0.683654, -2.281209]], "forces_ev_per_a": [[0.1, 0.0, 0.4], [-1.2, 0.4, 0.3], [0.6, 0.1, 0.1], [-0.6, 0.1, 0.0], [0.6, -0.4, -0.5], [-0.9, 0.7, 0.3], [-0.5, -0.8, 0.2], [0.5, -0.7, -0.1], [-0.7, 0.4, -0.2], [-0.4, -0.5, 0.4], [0.2, -0.3, -0.3], [0.2, -0.1, 0.0], [0.5, 0.3, -0.1], [-0.1, -0.3, -0.1], [0.0, 0.1, 0.1], [0.2, -0.1, 0.0], [0.0, 0.1, 0.3], [0.5, -0.3, -0.1], [0.0, 0.0, -0.2], [0.4, -0.1, 0.0], [0.0, 0.5, -0.1], [0.1, 0.1, 0.1], [0.2, 0.5, 0.2], [-0.2, 0.0, -0.2], [0.3, 0.0, 0.3], [0.1, -0.1, -0.1], [0.0, -0.2, -0.1], [0.1, 0.6, -0.2], [-0.4, -0.8, -0.6], [0.1, 0.2, 0.3], [0.3, -0.2, -0.9], [0.3, -0.1, 0.8], [-0.2, 0.0, 0.2], [-0.5, 0.7, 0.2], [0.1, -0.1, 0.5], [1.0, -0.8, -0.3], [-1.0, -0.1, 0.2], [0.3, 0.1, 0.4], [0.0, 0.0, 0.0], [0.1, 0.4, 0.1], [0.0, 0.1, 0.0], [0.0, 0.0, -0.1], [-0.1, 0.1, 0.2], [0.0, 0.0, 0.0], [0.1, 0.0, 0.0], [-0.1, -0.1, 0.0], [-0.1, 0.0, 0.0], [0.1, -0.1, 0.0], [0.2, -0.1, -0.3], [-0.2, 0.0, -0.4], [0.1, 0.2, -0.1], [-0.4, 0.2, -0.1], [-0.1, 0.1, 0.0], [0.4, -0.1, 0.0], [0.0, 0.1, 0.0], [0.2, -0.6, -0.4], [-0.3, 0.4, 0.8], [0.5, 1.1, -0.5], [0.0, -0.1, 0.7], [-0.2, -0.3, -0.6], [1.0, -0.3, 0.0], [-0.4, -0.4, -0.3], [0.2, -0.1, 0.9], [0.1, 0.4, -0.5], [-0.3, 0.2, 0.2], [0.0, 0.4, -0.1], [0.1, -0.1, 0.0], [-0.1, -0.2, -0.2], [0.1, -0.3, -0.2], [0.1, -0.4, 0.0], [-0.2, -0.2, 0.0], [0.0, -0.1, 0.1], [0.0, 0.3, 0.1], [0.1, 0.1, 0.0], [-0.2, 0.1, 0.2], [-0.4, -0.1, -0.1], [0.1, 0.1, 0.1], [0.0, 0.3, 0.1], [0.0, 0.2, -0.4], [-0.1, -0.2, -0.3], [0.0, 0.0, 0.0], [-0.1, -0.2, 0.2], [0.7, -0.7, 0.2], [0.9, 0.1, -0.4], [-0.8, -0.4, -1.0], [0.0, 0.5, 0.3], [-1.0, -1.0, -0.9], [-0.3, -0.8, 1.3], [-0.1, 0.4, -1.0], [-1.0, 0.6, 1.1], [0.2, -1.0, -0.3], [-0.2, 0.6, 0.2], [0.0, 0.0, -0.1], [-0.6, 0.1, -0.2], [-0.3, -0.1, 0.1], [-0.2, 0.1, 0.1], [0.0, 0.3, 0.3], [0.4, 0.2, 0.6], [0.6, 0.0, 0.1], [0.5, 0.2, 0.5], [-0.1, 0.4, 0.2], [0.2, 0.1, 0.0], [0.1, 0.3, -0.8], [-0.1, -0.1, 0.1], [0.0, 0.0, 0.1], [0.6, -0.3, -0.7], [0.4, 0.0, 0.0], [-0.1, 0.3, 0.2], [0.3, 0.2, -0.1]]}


Record 2
{"formula": "C29H33N7O3SSn", "method": "wB97M-V/def2-TZVPD", "charge": 0, "homo_energy_ha": -0.271, "homo_lumo_gap_ha": 0.2795, "e_above_lowest_kcal_mol": 9.1, "symbols": ["Sn", "C", "O", "C", "C", "C", "C", "C", "C", "N", "N", "C", "O", "C", "C", "C", "C", "C", "C", "C", "O", "H", "H", "H", "H", "H", "H", "H", "H", "H", "H", "H", "H", "C", "C", "C", "C", "C", "C", "C", "H", "H", "H", "H", "H", "H", "H", "H", "C", "N", "C", "C", "N", "H", "H", "H", "H", "H", "H", "C", "C", "C", "N", "N", "C", "N", "S", "H", "H", "H", "H", "H", "H", "H"], "coordinates": [[-0.570806, -0.248605, -0.537882], [0.366550, 2.409413, -4.078475], [-0.713286, 3.293403, -3.806638], [-0.851885, 3.694340, -2.499470], [-0.847985, 5.050727, -2.259396], [-1.039630, 5.555838, -0.971680], [-1.232292, 4.668634, 0.061697], [-1.215339, 3.282659, -0.151262], [-1.525299, 2.443098, 0.988832], [-1.373230, 1.176581, 1.062496], [-1.827198, 0.578115, 2.227515], [-2.107021, -0.682965, 2.021466], [-2.028130, -1.292652, 0.891706], [-2.546476, -1.473053, 3.212618], [-2.877867, -2.813671, 3.047406], [-3.232063, -3.589708, 4.142976], [-3.254940, -3.028593, 5.412452], [-2.930524, -1.687127, 5.581247], [-2.578627, -0.911473, 4.487156], [-1.042037, 2.756676, -1.452004], [-1.087553, 1.478251, -1.734587], [0.309710, 2.183254, -5.142221], [0.303483, 1.493622, -3.493080], [1.325746, 2.898960, -3.875855], [-0.700192, 5.713547, -3.104044], [-1.030187, 6.623173, -0.795972], [-1.402848, 5.032633, 1.069495], [-1.978391, 2.929717, 1.852161], [-2.842868, -3.234436, 2.050939], [-3.486746, -4.632938, 4.004730], [-3.519016, -3.636115, 6.270019], [-2.946569, -1.249687, 6.571987], [-2.317530, 0.132139, 4.604764], [3.712918, 0.033278, 1.886411], [2.759741, -1.083935, 1.550027], [2.933394, -1.859830, 0.408580], [2.038012, -2.873281, 0.090145], [0.964116, -3.141981, 0.926848], [0.796067, -2.396673, 2.087130], [1.678244, -1.365562, 2.384262], [4.385174, 0.242206, 1.052050], [4.322395, -0.222612, 2.756467], [3.163879, 0.947599, 2.116047], [3.780484, -1.664369, -0.241291], [2.184718, -3.463995, -0.806497], [0.259847, -3.924998, 0.674982], [-0.030733, -2.608834, 2.753325], [1.530057, -0.776600, 3.283988], [-0.286443, -0.484007, -6.346109], [-1.080895, -0.680775, -5.140062], [-2.251764, 0.175806, -4.938816], [-0.530512, -1.268903, -4.090097], [-0.053185, -1.747010, -3.146635], [-0.926973, -0.601486, -7.219658], [0.502358, -1.230121, -6.386147], [0.162519, 0.511164, -6.366948], [-2.944556, 0.031237, -5.767384], [-1.966477, 1.228526, -4.879296], [-2.744481, -0.099565, -4.010481], [2.657366, 5.385993, -0.557293], [3.462260, 4.220007, 0.027828], [3.020243, 2.912181, -0.544487], [2.103934, 2.159708, -0.056533], [1.880321, 1.011640, -0.781054], [2.631295, 0.923710, -1.837977], [2.551941, -0.085780, -2.745941], [3.716717, 2.265542, -2.019485], [2.950928, 6.324814, -0.086099], [1.592450, 5.229445, -0.390430], [2.822897, 5.474887, -1.632737], [3.320795, 4.174519, 1.107458], [4.525108, 4.360557, -0.173412], [1.893511, -0.831881, -2.557167], [3.347806, -0.289802, -3.320644]], "forces_ev_per_a": [[-0.1, 0.0, 0.3], [0.1, 0.1, 0.0], [-0.1, -0.3, -0.1], [0.2, 0.1, 0.0], [0.0, 0.1, 0.1], [0.0, 0.0, -0.1], [0.0, 0.0, 0.0], [0.0, 0.0, 0.0], [0.0, 0.2, 0.0], [0.1, -0.2, -0.2], [0.1, 0.0, 0.1], [-0.2, -0.1, 0.0], [0.1, 0.2, 0.0], [0.0, 0.0, 0.0], [0.0, 0.0, 0.0], [0.0, 0.1, 0.0], [0.0, 0.0, 0.0], [0.0, 0.0, 0.0], [0.0, 0.0, 0.0], [0.0, 0.1, 0.0], [-0.1, -0.3, 0.0], [0.0, 0.1, 0.0], [0.0, 0.0, 0.0], [0.0, 0.0, 0.0], [0.0, 0.0, 0.0], [0.0, 0.0, 0.0], [0.0, 0.0, 0.0], [0.1, 0.0, 0.0], [0.0, 0.0, 0.0], [0.0, 0.0, 0.0], [0.0, 0.0, 0.0], [0.0, 0.0, 0.0], [0.0, 0.0, 0.0], [0.0, -0.1, 0.0], [0.0, 0.0, 0.0], [0.0, 0.0, 0.0], [0.0, -0.1, 0.0], [0.0, -0.1, 0.0], [0.0, 0.0, 0.0], [0.0, 0.0, 0.0], [0.0, 0.0, 0.0], [0.0, 0.0, 0.0], [0.0, 0.0, 0.0], [0.0, 0.0, 0.0], [0.0, 0.0, 0.0], [0.0, 0.0, 0.0], [0.0, 0.0, 0.0], [0.0, 0.0, 0.0], [-0.1, 0.0, 0.1], [-0.1, -0.2, 0.1], [0.1, 0.1, 0.0], [0.1, 0.4, 0.0], [0.0, -0.2, -0.4], [0.0, 0.0, 0.0], [0.0, 0.0, 0.0], [0.0, 0.0, 0.0], [0.0, 0.0, 0.0], [0.0, 0.0, 0.0], [0.0, 0.0, 0.0], [0.1, -0.1, 0.0], [-0.2, 0.1, -0.1], [0.1, -0.2, -0.1], [0.0, 0.0, 0.0], [-0.1, 0.4, 0.1], [0.1, -0.1, 0.0], [-0.1, 0.2, 0.1], [0.0, 0.0, 0.1], [0.0, 0.0, 0.0], [0.0, 0.0, 0.0], [0.0, 0.0, 0.0], [0.0, 0.0, 0.0], [0.0, 0.0, 0.1], [0.0, 0.0, 0.0], [0.0, 0.0, 0.0]]}


Record 3
{"formula": "CH5OP", "method": "wB97M-V/def2-TZVPD", "charge": 0, "homo_energy_ha": -0.354, "smiles": "C=P.O", "homo_lumo_gap_ha": 0.3492, "e_above_lowest_kcal_mol": 49.2, "symbols": ["C", "P", "H", "H", "H", "O", "H", "H"], "coordinates": [[0.694941, -1.009142, -0.275235], [0.858285, 0.580625, 0.278929], [0.015211, -1.221255, -1.182601], [1.375917, -1.868214, -0.147979], [1.895451, 0.213715, 1.167577], [-1.752468, 0.779654, 0.143984], [-2.114165, 1.268314, -0.576579], [-0.973171, 1.256300, 0.591901]], "forces_ev_per_a": [[-0.4, 0.3, -2.3], [1.4, -2.2, 0.0], [0.7, 0.5, 1.8], [-0.3, 0.7, 0.6], [0.3, 0.3, 0.2], [0.7, -0.3, 1.8], [-0.1, 1.0, -0.6], [-2.2, -0.4, -1.3]]}


Q: What is the formula in the second record?
A: C29H33N7O3SSn


Q: Which value of charge does entry 3 give?
A: 0


Q: Among the records above, which one has the highest charge?
A: C32H72ClN4


Q: Look up the charge of the first one.
A: +3